The following is a DFT calculation (ωB97M-V/def2-TZVPD) of a structure of composition C25H58N2O2PtSi3 in a non-equilibrium geometry.

Last column: Mulliken spin population.
Geometry (Å):
O1 -0.93 2.64 0.12  0.084
O2 -5.38 -0.12 0.71  0.000
C1 -1.23 3.16 1.44  -0.001
C2 -0.94 4.65 1.49  -0.002
H1 -0.57 2.60 2.10  0.001
H2 -2.27 2.90 1.70  0.002
H3 0.11 4.81 1.20  0.001
H4 -1.13 5.06 2.49  0.000
H5 -1.57 5.19 0.77  0.000
C3 -2.06 2.68 -0.79  -0.004
C4 -3.45 3.00 -0.28  0.000
H6 -2.00 1.67 -1.21  -0.001
H7 -1.79 3.39 -1.59  0.003
H8 -3.86 2.21 0.35  0.000
H9 -4.07 3.05 -1.18  0.000
H10 -3.51 3.97 0.23  0.000
C5 -4.95 -1.05 -0.29  0.000
C6 -5.26 -0.60 2.04  0.000
C7 -5.36 -0.57 -1.66  0.000
H11 -5.37 -2.05 -0.12  0.000
H12 -3.86 -1.15 -0.25  0.000
H13 -6.43 -0.38 -1.73  0.000
H14 -5.11 -1.31 -2.42  0.000
H15 -4.86 0.37 -1.89  0.000
C8 -6.27 0.06 2.97  0.000
H16 -4.25 -0.33 2.39  0.000
H17 -5.37 -1.69 2.11  0.000
H18 -6.23 1.15 2.90  0.000
H19 -6.04 -0.25 3.99  0.000
H20 -7.30 -0.25 2.74  0.000
H21 -0.95 -2.38 0.12  0.000
Pt1 1.55 1.87 -0.45  0.972
C9 -1.35 -1.94 1.02  0.002
Si1 -0.38 -2.68 2.45  -0.001
H22 -1.23 -0.87 0.96  -0.003
H23 -2.44 -2.20 1.08  0.000
C10 -0.82 -1.79 4.05  0.000
C11 1.49 -2.53 2.11  0.000
C12 -0.94 -4.49 2.47  0.000
C13 1.30 3.39 -1.67  0.699
Si2 0.99 1.82 -2.80  0.038
H24 2.27 3.90 -1.85  -0.041
H25 0.52 4.14 -1.42  0.026
C14 -0.07 2.81 -4.07  0.097
C15 -0.03 0.25 -2.46  0.009
C16 2.53 1.19 -3.68  0.001
H26 -1.96 -4.59 2.07  0.000
H27 -0.91 -4.85 3.52  0.000
H28 -0.25 -5.09 1.86  0.000
H29 -0.15 -0.93 4.18  0.000
H30 -0.65 -2.50 4.88  0.000
H31 -1.87 -1.44 4.04  0.000
H32 1.82 -1.56 2.51  0.000
H33 1.74 -2.60 1.04  0.003
H34 1.98 -3.35 2.66  0.000
H35 -1.08 0.47 -2.23  -0.003
H36 0.39 -0.34 -1.63  0.004
H37 -0.03 -0.39 -3.36  -0.001
H38 2.24 0.64 -4.59  0.001
H39 3.12 0.52 -3.04  -0.005
H40 3.16 2.04 -3.98  0.001
H41 -0.04 2.39 -5.09  0.010
H42 0.31 3.84 -4.12  0.001
H43 -1.13 2.85 -3.77  -0.009
C17 2.61 2.16 2.35  0.024
C18 3.58 1.31 1.59  -0.031
C19 4.80 0.92 2.15  0.030
C20 5.64 0.04 1.48  -0.010
C21 5.17 -0.54 0.32  0.022
C22 3.89 -0.19 -0.21  -0.002
N1 3.23 0.93 0.35  0.023
N2 3.22 -0.87 -1.11  0.060
Si3 3.45 -2.42 -1.89  0.000
C23 4.57 -2.13 -3.36  0.002
C24 4.18 -3.74 -0.77  0.001
C25 1.74 -3.02 -2.43  0.002
H44 1.89 2.72 1.71  -0.006
H45 2.04 1.53 3.05  -0.002
H46 3.18 2.88 2.95  0.002
H47 5.04 1.36 3.12  0.001
H48 6.63 -0.17 1.89  0.000
H49 5.74 -1.33 -0.17  0.001
H50 5.44 -1.53 -3.05  0.001
H51 4.94 -3.10 -3.73  0.000
H52 4.07 -1.60 -4.18  0.000
H53 3.46 -4.09 -0.01  0.000
H54 4.48 -4.62 -1.36  0.000
H55 5.07 -3.38 -0.24  -0.001
H56 1.10 -3.26 -1.57  -0.001
H57 1.20 -2.30 -3.05  0.000
H58 1.84 -3.95 -3.01  0.000

Properties
HOMO (spin up / spin down) = -6.88 / -6.82 eV
expectation value of S² = 2.0150
LUMO level (spin up / spin down) = 0.442 / -1.849 eV
frontier orbital gap (spin up / spin down) = 7.322 / 4.968 eV
total energy = -60819.196 eV
multiplicity = 3